{"formula": "C2H5O2Si", "method": "ωB97M-V with the def2-TZVPD basis set", "e_lumo_ha": 0.1101, "e_above_lowest_kj_mol": 163.40, "charge": -1, "orbital_gap_ev": 7.26, "elements": ["C", "C", "O", "O", "Si", "H", "H", "H", "H", "H"], "coordinates": [[0.607166, 1.961236, -1.835763], [0.071626, -1.388793, 1.411955], [-0.370450, 1.194287, -1.572644], [0.771685, 2.773299, -2.810034], [-1.313880, -1.386622, 0.029648], [0.162502, -0.296844, 1.503801], [-0.270240, -1.938536, 2.260618], [1.045012, -1.802604, 0.990205], [1.510247, 1.774920, -1.216316], [-2.213668, -0.890344, 1.238530]], "forces_ev_per_angstrom": [[-0.092, -0.163, -2.072], [1.233, -0.204, -2.910], [0.326, 0.682, 0.106], [-0.593, -1.194, 1.932], [0.068, 0.309, 1.112], [0.154, -0.243, 0.653], [-0.097, 0.024, 0.839], [-1.058, 0.511, 0.777], [0.187, 0.289, 0.392], [-0.127, -0.010, -0.830]]}